(1)
# C8H17N3

A cluster of 2 separate species, C8H17N3 in total at a distorted geometry (the ωB97M-V functional and the def2-TZVPD basis, the Open Molecules 2025 dataset).

Its highest occupied orbital energy is -0.2708 Ha. The LUMO energy is 0.0339 Eh. The gap between HOMO and LUMO is 8.293 eV. The net charge is 0.

Positions of all 28 atoms, in Å:
C 2.140769 -0.011930 -0.893875
C 0.409307 -2.734609 0.941335
C 1.307805 2.206042 -0.374225
C -2.152643 1.441744 0.429730
C -2.277649 -0.337030 -1.293036
C -0.536787 -1.741445 0.291544
C -0.698595 -0.412167 0.459122
C 2.079530 0.941441 0.028111
N 2.389380 -0.870719 -1.748407
N 2.294531 0.844190 1.408937
N -1.453965 0.474716 -0.390012
H -0.054937 -3.334262 1.605195
H 0.902001 -3.360578 0.201073
H 1.170765 -2.150963 1.351916
H 0.903545 1.962604 -1.388241
H 2.015510 3.055532 -0.260390
H 0.416100 2.187965 0.370582
H -2.315268 2.338850 -0.191978
H -3.236646 1.237791 0.798276
H -1.655763 1.602206 1.274745
H -3.172518 0.224963 -1.824210
H -1.704785 -0.750378 -1.979634
H -2.851944 -1.114764 -0.773275
H 1.654566 -1.492978 -2.060242
H -0.884468 -2.352613 -0.572492
H -0.123087 0.195643 1.155914
H 3.043455 0.188771 1.540113
H 2.391791 1.761982 1.893424

Forces on the atoms, in the same order (eV/Å):
0.3 -0.4 1.0
0.8 2.6 -2.3
-0.5 -1.6 0.7
-4.3 0.2 -3.6
-4.9 3.2 2.1
0.1 -1.0 -1.4
0.4 -0.3 -1.0
-1.2 0.7 -1.7
0.5 1.0 -0.1
0.1 0.0 0.4
-0.6 -2.3 0.8
-1.5 -1.9 2.4
-0.2 0.0 -0.3
1.5 0.5 1.4
0.3 1.1 0.8
-1.0 -0.1 -0.3
1.4 0.7 -1.3
0.4 0.0 0.5
1.5 -0.6 -0.7
2.4 1.1 3.3
2.2 -0.4 1.0
2.6 -2.0 -3.3
0.4 -0.1 0.3
-0.4 -0.1 0.4
-0.9 1.4 0.4
-0.1 -0.7 0.4
0.4 0.1 0.9
0.3 -1.3 -0.8

Results of the Löwdin charge analysis, in e, for atoms 1 through 2: number 1, C, carries -0.159; number 2, C, carries -0.093

(2)
# C39H73BF2O4PV

A structure of composition C39H73BF2O4PV at a distorted geometry (the ωB97M-V functional and the def2-TZVPD basis, the Open Molecules 2025 dataset).

As for the expectation value of S²: 6.0272. Its highest occupied orbital energy (spin up / spin down) is -0.4423 / -0.4424 Ha. The LUMO energy (spin up / spin down) is -0.2175 / -0.3743 Eh. The gap between HOMO and LUMO (spin up / spin down) is 6.119 / 1.853 eV. As for the spin multiplicity: 5. The net charge is +2.

Positions of all 121 atoms, in Å:
V -0.124368 2.623485 1.724612
C 4.306462 2.392415 -0.666668
C 5.194732 2.268395 0.495342
C 5.170122 0.841845 1.162792
C 3.864272 0.653995 1.985722
P 3.742682 -0.909205 2.943612
C 3.948802 -2.272815 1.812102
C 2.980852 -2.341815 0.590892
C 2.945722 -3.620755 -0.194578
C 2.054712 -3.450905 -1.457028
C 5.105872 -0.901545 4.251832
C 5.061482 0.321225 5.260512
C 4.219892 0.036975 6.526842
C 4.466802 1.012345 7.640522
C 2.044622 -1.050055 3.760932
C 1.515122 -2.458235 4.171532
C 0.171102 -2.336445 4.965702
C -0.515548 -3.692025 5.425782
H 4.607202 1.749045 -1.493548
H 4.232252 3.424325 -1.009808
H 3.315472 2.086895 -0.330948
H 5.026692 3.070195 1.214352
H 6.206892 2.299685 0.092032
H 5.989912 0.629265 1.848992
H 5.243422 0.113955 0.354772
H 2.915952 0.768055 1.460582
H 3.722272 1.465125 2.699872
H 3.781812 -3.165705 2.414562
H 5.003242 -2.260465 1.536242
H 3.191712 -1.447345 0.004752
H 1.978922 -2.087255 0.936482
H 2.737822 -4.564755 0.309162
H 3.947662 -3.825465 -0.571818
H 1.098462 -2.962105 -1.270618
H 1.832522 -4.383635 -1.975438
H 2.611882 -2.861425 -2.185158
H 6.068602 -0.873555 3.741472
H 5.071652 -1.827885 4.825272
H 4.598512 1.161575 4.743242
H 6.083282 0.630435 5.480542
H 4.532502 -0.882785 7.021232
H 3.146002 -0.082095 6.383032
H 3.948592 0.711655 8.551092
H 4.133782 2.017045 7.380162
H 5.445292 1.203445 8.081132
H 1.243742 -0.664315 3.130142
H 2.000022 -0.400585 4.635172
H 2.218472 -3.020985 4.785292
H 1.349192 -3.100625 3.306732
H -0.602308 -1.783785 4.432312
H 0.381392 -1.735495 5.850432
H -0.789118 -4.286395 4.554012
H -1.347528 -3.487175 6.099532
H 0.229332 -4.261345 5.981772
B -2.223908 3.243175 1.648312
H -1.688058 3.981875 2.224022
H -3.272418 3.491985 1.702602
H -1.863588 3.264605 0.631482
H -2.003058 2.263105 2.041912
C -0.014168 1.451745 -1.569118
C 0.390632 0.339905 -0.592498
O 0.369162 0.681775 0.735352
H -0.957138 1.949355 -1.342648
H -0.084118 1.108465 -2.601288
H 0.716582 2.259495 -1.609728
H 1.356462 -0.112935 -0.816568
H -0.422548 -0.371405 -0.736968
C -3.444048 0.475665 -0.541248
C -4.832118 -0.069845 -0.721878
O -5.544448 0.302105 -1.655878
C -5.364868 -1.010775 0.264702
H -3.079388 0.970405 -1.441448
H -2.804838 -0.379855 -0.323098
H -3.425038 1.177275 0.292712
H -4.676858 -1.847325 0.386852
H -6.271198 -1.442705 -0.159678
H -5.624488 -0.609775 1.244442
C -4.277358 3.494775 -2.625088
C -4.974548 4.675085 -2.073708
O -4.678028 5.112645 -0.917468
C -6.165958 5.187655 -2.799088
H -3.278068 3.455755 -2.191518
H -4.108488 3.398565 -3.697618
H -4.737728 2.572215 -2.271468
H -5.974708 6.213335 -3.114528
H -7.079898 5.146265 -2.206548
H -6.287268 4.518145 -3.650648
C -1.174988 3.969275 -4.643058
C -0.495228 4.628375 -3.428738
O -1.214038 5.080815 -2.569898
C 0.962282 4.614575 -3.246818
H -1.697868 4.712055 -5.245528
H -1.782718 3.090005 -4.429398
H -0.302558 3.640285 -5.207628
H 1.313112 3.676835 -3.677688
H 1.214742 4.675865 -2.188228
H 1.510432 5.437635 -3.705298
F -2.915608 -6.505795 -3.133968
C -2.436548 -5.525835 -2.355628
C -2.696178 -4.227765 -2.793828
C -2.248658 -3.190945 -1.997248
C -1.402828 -3.436435 -0.890588
C -1.127428 -4.727555 -0.474728
C -1.644058 -5.781425 -1.217558
H -3.216738 -3.933365 -3.693128
H -2.394278 -2.174695 -2.332548
H -1.003418 -2.540935 -0.437868
H -0.510348 -4.951895 0.382762
H -1.448588 -6.817325 -0.982848
F -1.452528 0.179385 -7.201018
C -2.456568 -0.240955 -6.401378
C -3.455218 -1.096405 -6.916988
C -4.347938 -1.622905 -6.030228
C -4.286878 -1.327225 -4.679438
C -3.353318 -0.415695 -4.211348
C -2.444858 0.161955 -5.056048
H -3.300358 -1.404695 -7.940408
H -5.165908 -2.222255 -6.401838
H -5.046738 -1.706995 -4.012498
H -3.261318 -0.224005 -3.152478
H -1.700258 0.834855 -4.657088

Forces on the atoms, in the same order (eV/Å):
-1.8 -2.0 -2.0
-1.5 -0.1 -0.5
2.1 -1.4 0.9
-1.3 0.7 0.2
-0.4 -0.2 0.4
-0.6 0.9 1.1
-0.3 -1.0 -0.3
-0.1 1.3 1.5
0.4 -0.4 -1.6
0.5 -0.2 0.0
-0.6 0.7 0.1
-1.4 -0.8 -0.6
1.6 -0.7 0.7
-0.6 1.7 1.1
-0.1 -0.5 -0.1
-0.5 -0.2 0.4
-0.2 -0.7 0.3
1.7 1.1 -0.4
0.0 0.0 0.0
0.1 -0.1 -0.1
-0.5 0.0 -0.4
0.2 -0.1 0.2
0.3 0.6 0.4
0.3 0.5 -0.2
-0.1 -0.2 0.0
0.0 -0.5 -0.7
0.6 0.1 0.4
0.2 -0.2 0.2
0.1 -0.1 -0.3
0.3 -0.3 -0.7
-0.3 -0.2 0.3
-0.5 0.4 0.7
0.2 0.1 -0.1
0.1 0.2 0.2
0.1 -0.2 0.2
-0.2 0.3 0.0
-0.1 -0.2 -0.3
-0.1 -0.2 -0.2
0.1 0.3 0.0
-0.1 -0.2 0.2
0.1 -0.6 -0.7
0.0 0.2 -0.4
-0.6 0.0 -0.2
-0.3 0.1 0.0
0.7 -0.6 -0.9
0.4 0.3 -0.7
0.5 0.0 0.1
0.2 0.2 0.2
0.0 0.2 -0.3
0.2 0.2 -0.4
0.0 0.0 0.2
-0.3 0.0 0.1
-0.1 -0.1 -0.3
-0.1 -0.2 0.1
-0.5 0.6 0.1
2.7 3.1 2.6
-3.4 0.5 0.1
2.0 0.0 -4.3
1.1 -4.5 2.0
0.8 0.5 -0.2
-1.2 0.6 -0.4
0.2 2.8 2.5
-0.2 -0.3 0.4
0.0 -0.3 -0.1
0.3 0.1 0.2
0.1 -0.1 -0.6
0.0 -1.0 -0.2
0.0 -0.4 -0.3
-1.1 2.0 -1.7
1.1 -0.6 0.9
-0.7 -1.5 0.3
-0.2 0.1 0.1
0.4 0.1 0.3
0.1 -0.1 0.1
0.2 0.0 0.3
-0.1 0.1 0.1
0.3 0.3 -0.1
1.7 -0.9 0.1
0.1 1.4 4.6
-0.6 -1.3 -3.8
0.0 -0.3 -0.7
0.1 0.2 0.2
-0.6 0.4 -0.1
-0.5 0.0 -0.1
-0.2 0.0 -0.1
0.2 0.1 0.2
-0.3 0.4 -0.3
2.2 0.3 -0.3
-2.7 0.0 0.4
0.0 0.3 0.5
1.2 -0.4 -0.1
-0.2 -0.1 0.2
-0.1 0.4 0.3
-0.3 -0.3 -0.7
0.5 0.0 0.1
-0.2 -0.1 0.0
-0.3 0.0 -0.4
1.0 1.1 1.7
-0.8 -0.8 -2.1
0.0 2.2 0.7
0.1 -0.8 -1.3
-0.5 1.0 -0.1
-0.3 -2.0 -0.4
0.6 -0.1 1.0
-0.2 -0.6 -0.2
-0.2 0.1 0.0
0.2 -0.1 0.5
0.0 0.1 0.0
0.1 -0.1 0.2
-0.5 -0.1 0.1
-0.4 -0.1 0.5
2.6 1.0 0.1
-1.0 -0.3 0.1
-0.4 0.3 0.2
-0.1 -0.7 0.5
0.6 -0.3 -1.2
-0.6 0.0 -0.2
0.1 -0.3 0.0
0.0 -0.1 0.1
-0.3 0.3 0.0
0.2 0.1 -0.3

Results of the Löwdin charge analysis, in e, for atoms 1 through 2: number 1, V, carries 1.102; number 2, C, carries -0.117

(3)
# C42H33F10IrN3OSTe

A structure of composition C42H33F10IrN3OSTe (the ωB97M-V functional and the def2-TZVPD basis, the Open Molecules 2025 dataset).

As for the expectation value of S²: 0.7710. Its highest occupied orbital energy (spin up / spin down) is -0.2549 / -0.2543 Ha. The LUMO energy (spin up / spin down) is -0.0282 / -0.0923 Eh. The gap between HOMO and LUMO (spin up / spin down) is 6.169 / 4.408 eV. As for the spin multiplicity: 2. The net charge is 0.

Positions of all 92 atoms, in Å:
Ir 0.023921 0.128800 0.191133
N -1.085672 0.589487 3.159930
C -1.983067 1.155528 2.262734
C -3.098242 1.818779 2.698610
C -3.885963 2.513748 1.743358
C -3.604581 2.448947 0.428604
C -2.503030 1.595838 -0.035608
N -1.615932 1.108990 0.949516
H -1.410215 0.626645 4.113643
H -0.777248 -0.338281 2.913560
H -3.326069 1.854386 3.753714
H -4.714564 3.122479 2.086141
H -4.168603 2.993014 -0.316395
H -1.950513 2.048870 -0.862666
F 1.643732 -1.048812 2.570262
C 0.778050 -1.975570 2.123826
C -0.100560 -1.656367 1.088901
C -0.995531 -2.668134 0.758390
F -1.936225 -2.494954 -0.178866
C -0.974397 -3.919468 1.355523
F -1.846861 -4.854945 0.976974
C -0.053475 -4.203782 2.345293
F -0.025500 -5.403940 2.921285
C 0.825693 -3.212957 2.740355
F 1.715226 -3.454008 3.704805
F 3.487253 -6.031027 0.314307
C 3.211828 -4.740611 0.138792
C 2.174171 -4.356911 -0.693177
F 1.442287 -5.282209 -1.318780
C 1.906418 -3.014171 -0.874049
F 0.891569 -2.692495 -1.693276
C 2.622953 -2.014746 -0.227508
S 2.228457 -0.301617 -0.384103
C 3.669264 -2.432036 0.588048
F 4.411324 -1.535975 1.237858
C 3.966532 -3.771498 0.775641
F 4.971694 -4.134619 1.571093
C 2.236188 -0.938939 -9.612373
C 1.824692 -0.691039 -8.187536
C 1.411478 -1.729983 -7.366824
C 1.027145 -1.511306 -6.047921
C 0.585453 -2.677774 -5.206228
C 1.052784 -0.208548 -5.546960
Te 0.527467 0.129289 -3.498020
N -0.989606 -0.200395 -1.449689
C -2.273753 -0.208895 -1.580544
O -3.126951 0.397714 -0.782709
C -2.929917 -0.940002 -2.691259
C -4.122563 -0.455724 -3.223669
C -4.765943 -1.158442 -4.228571
C -4.234758 -2.357633 -4.688039
C -3.057607 -2.851219 -4.144206
C -2.398778 -2.140578 -3.150773
C -0.833092 1.699249 -3.842037
C -1.839507 1.622402 -4.809859
C -2.008349 0.464889 -5.755428
C -2.730425 2.689982 -4.913140
C -2.649556 3.805958 -4.095992
C -3.641934 4.929272 -4.207319
C -1.628804 3.858561 -3.152492
C -0.714512 2.825098 -3.009908
C 0.367703 2.958693 -1.972124
C 1.499444 0.857654 -6.340057
C 1.600584 2.274648 -5.838063
C 1.872281 0.590429 -7.652126
H 2.092037 -1.982133 -9.889412
H 3.288773 -0.692053 -9.760789
H 1.656201 -0.320938 -10.299276
H 1.388035 -2.740964 -7.758580
H 0.751602 -3.617832 -5.730406
H -0.477991 -2.606270 -4.970479
H 1.127233 -2.726089 -4.258677
H -4.535447 0.467027 -2.838924
H -5.688847 -0.778248 -4.647311
H -4.746754 -2.914304 -5.462554
H -2.658171 -3.798364 -4.484295
H -1.495137 -2.526721 -2.697475
H -1.839716 -0.493604 -5.263577
H -1.308816 0.536525 -6.590623
H -3.020008 0.457203 -6.157926
H -3.521162 2.632310 -5.653458
H -4.318803 4.777614 -5.046726
H -3.135718 5.885717 -4.344424
H -4.240956 5.005495 -3.297985
H -1.545577 4.725828 -2.506231
H 0.317980 3.931257 -1.485881
H 1.365732 2.831908 -2.394957
H 0.266519 2.206211 -1.177486
H 2.032436 2.316649 -4.835207
H 0.622836 2.757331 -5.792685
H 2.237288 2.862088 -6.498038
H 2.220367 1.410807 -8.271376

Forces on the atoms, in the same order (eV/Å):
0.0 0.0 0.0
0.0 0.0 0.0
0.0 0.0 0.0
0.0 0.0 0.0
0.0 0.0 0.0
0.0 0.0 0.0
0.0 0.0 0.0
0.0 0.0 0.0
0.0 0.0 0.0
0.0 0.0 0.0
0.0 0.0 0.0
0.0 0.0 0.0
0.0 0.0 0.0
0.0 0.0 0.0
0.0 0.0 0.0
0.0 0.0 0.0
0.0 0.0 0.0
0.0 0.0 0.0
0.0 0.0 0.0
0.0 0.0 0.0
0.0 0.0 0.0
0.0 0.0 0.0
0.0 0.0 0.0
0.0 0.0 0.0
0.0 0.0 0.0
0.0 0.0 0.0
0.0 0.0 0.0
0.0 0.0 0.0
0.0 0.0 0.0
0.0 0.0 0.0
0.0 0.0 0.0
0.0 0.0 0.0
0.0 0.0 0.0
0.0 0.0 0.0
0.0 0.0 0.0
0.0 0.0 0.0
0.0 0.0 0.0
0.0 0.0 0.0
0.0 0.0 0.0
0.0 0.0 0.0
0.0 0.0 0.0
0.0 0.0 0.0
0.0 0.0 0.0
0.0 0.0 0.0
0.0 0.0 0.0
0.0 0.0 0.0
0.0 0.0 0.0
0.0 0.0 0.0
0.0 0.0 0.0
0.0 0.0 0.0
0.0 0.0 0.0
0.0 0.0 0.0
0.0 0.0 0.0
0.0 0.0 0.0
0.0 0.0 0.0
0.0 0.0 0.0
0.0 0.0 0.0
0.0 0.0 0.0
0.0 0.0 0.0
0.0 0.0 0.0
0.0 0.0 0.0
0.0 0.0 0.0
0.0 0.0 0.0
0.0 0.0 0.0
0.0 0.0 0.0
0.0 0.0 0.0
0.0 0.0 0.0
0.0 0.0 0.0
0.0 0.0 0.0
0.0 0.0 0.0
0.0 0.0 0.0
0.0 0.0 0.0
0.0 0.0 0.0
0.0 0.0 0.0
0.0 0.0 0.0
0.0 0.0 0.0
0.0 0.0 0.0
0.0 0.0 0.0
0.0 0.0 0.0
0.0 0.0 0.0
0.0 0.0 0.0
0.0 0.0 0.0
0.0 0.0 0.0
0.0 0.0 0.0
0.0 0.0 0.0
0.0 0.0 0.0
0.0 0.0 0.0
0.0 0.0 0.0
0.0 0.0 0.0
0.0 0.0 0.0
0.0 0.0 0.0
0.0 0.0 0.0

Results of the Löwdin charge analysis, in e, for atoms 1 through 2: number 1, Ir, carries 1.060; number 2, N, carries 0.121

(4)
# C5H2O

The molecule C5H2O at a distorted geometry (the ωB97M-V functional and the def2-TZVPD basis, the Open Molecules 2025 dataset).

Its highest occupied orbital energy is -0.4097 Ha. The LUMO energy is -0.0348 Eh. The gap between HOMO and LUMO is 10.201 eV. The net charge is 0.

Positions of all 8 atoms, in Å:
O -0.160827 1.506981 1.203826
C -0.058933 0.560366 0.452957
C -0.980044 0.336300 -0.631037
C -1.831643 0.248145 -1.533822
C 0.952226 -0.454145 0.509373
C 1.783445 -1.322451 0.525074
H -2.234127 1.199110 -1.088856
H 2.529904 -2.074307 0.562485

Forces on the atoms, in the same order (eV/Å):
0.0 -0.4 -0.3
0.0 0.3 0.2
-0.3 0.0 -0.2
0.4 0.1 0.5
0.9 -0.7 0.3
-0.4 0.5 0.0
-0.8 0.3 -0.5
0.1 -0.1 0.0

Results of the Löwdin charge analysis, in e, for atoms 1 through 2: number 1, O, carries 0.128; number 2, C, carries -0.463